Record 1
A molecular structure, CH4N2O3P in a non-equilibrium geometry. Source: the Open Molecules 2025 dataset; level of theory: ωB97M-V with the def2-TZVPD basis set.

Last column: natural (NBO) charge in e.
CARTESIAN COORDINATES (ANGSTROEM)
C (0.13127, -0.07303, 1.13919)  0.210
N (0.41572, 0.20781, -0.71849)  -0.542
N (1.38905, 1.20720, -0.88284)  -0.915
O (2.67552, -1.01446, -1.36768)  -1.135
O (4.07623, 1.14010, -1.14736)  -1.094
O (1.15791, -0.53548, 1.62702)  -0.724
P (2.82662, 0.41904, -1.06279)  2.286
H (-0.74329, -0.71218, 0.82330)  0.070
H (0.75471, -0.65589, -0.93167)  0.392
H (-0.02760, 1.05959, 1.29518)  0.095
H (-0.37689, 0.60361, -1.14188)  0.358

Results
- Largest force on an atom: 0.0774 hartree/bohr
- E_tot: -717.1252 hartree
- Total charge: -1
- Orbital gap: 0.2952 Eh
- Energy relative to the best compared isomer or geometry (same formula, charge and spin): 3.9209 eV
- Multiplicity: 1

***

Record 2
A single C5H8Br2 molecule in a non-equilibrium geometry. Source: the Open Molecules 2025 dataset; level of theory: ωB97M-V with the def2-TZVPD basis set.

Last column: natural (NBO) charge in e.
CARTESIAN COORDINATES (ANGSTROEM)
Br (-1.65020, 1.56029, -1.92144)  -0.018
C (-0.93096, 1.28300, -0.08307)  -0.401
C (-0.04042, 0.00946, 0.03836)  -0.130
C (-0.78132, -1.30455, 0.08998)  -0.403
Br (-1.34638, -2.01935, -1.68454)  -0.021
C (1.34856, -0.03884, -0.55515)  -0.410
C (1.17855, 0.14116, 0.96681)  -0.406
H (-1.76199, 1.15548, 0.64126)  0.220
H (-0.39896, 2.18096, 0.25664)  0.224
H (-0.21473, -2.08331, 0.62156)  0.226
H (-1.70371, -1.15311, 0.70219)  0.222
H (1.68367, 0.87175, -1.09765)  0.229
H (1.68911, -1.01156, -0.90349)  0.229
H (1.42819, -0.70313, 1.58691)  0.216
H (1.50060, 1.11174, 1.34163)  0.223

Results
- Largest force on an atom: 0.0263 hartree/bohr
- E_tot: -5343.3101 hartree
- Orbital gap: 0.3770 Eh
- Structure (SMILES): BrCC1(CBr)CC1
- Energy relative to the best compared isomer or geometry (same formula, charge and spin): 0.3690 eV
- Multiplicity: 1

***

Record 3
A molecular structure, C3H3N2O in a non-equilibrium geometry. Source: the Open Molecules 2025 dataset; level of theory: ωB97M-V with the def2-TZVPD basis set.

Last column: natural (NBO) charge in e.
CARTESIAN COORDINATES (ANGSTROEM)
C (-1.08180, -0.82512, 0.02141)  0.558
C (-0.05747, 0.13227, 0.01593)  0.145
C (1.39050, 0.01675, 0.06958)  -0.699
N (-0.89891, 1.09391, -0.15969)  0.057
N (-2.33222, -0.73304, 0.07683)  0.012
O (-2.51713, 0.49638, -0.03921)  0.019
H (1.89606, -0.54613, 0.81890)  0.313
H (1.85849, 1.00332, -0.13111)  0.296
H (1.74247, -0.63833, -0.67264)  0.298

Results
- Largest force on an atom: 0.0896 hartree/bohr
- E_tot: -300.2621 hartree
- Total charge: +1
- Orbital gap (spin up / spin down): 0.3135 / 0.3136 Eh
- Energy relative to the best compared isomer or geometry (same formula, charge and spin): 8.3623 eV
- Multiplicity: 1

***

Record 4
2 unconnected molecules or ions with the total composition C6H17NO in a non-equilibrium geometry. Source: the Open Molecules 2025 dataset; level of theory: ωB97M-V with the def2-TZVPD basis set.

Last column: natural (NBO) charge in e.
CARTESIAN COORDINATES (ANGSTROEM)
C (0.27967, -0.35029, -2.97566)  -0.614
C (0.21343, 0.99057, -2.23718)  -0.425
C (-0.89523, 1.09157, -1.20816)  -0.233
N (-0.85604, 0.25587, 0.00731)  -0.611
C (0.26390, 0.63333, 0.97162)  -0.221
C (0.54996, -0.55110, 1.88131)  -0.418
C (1.85524, -1.23539, 1.45119)  -0.605
H (-0.40625, -0.33093, -3.82002)  0.206
H (1.22729, -0.53724, -3.48476)  0.210
H (0.05918, -1.18426, -2.31236)  0.196
H (1.16268, 1.17450, -1.71374)  0.194
H (0.28081, 1.82291, -2.93671)  0.213
H (-1.92580, 1.02866, -1.56682)  0.198
H (-0.80462, 2.13510, -0.86041)  0.188
H (-0.61651, -0.69050, -0.27677)  0.329
H (-0.12258, 1.56700, 1.37877)  0.201
H (1.11819, 0.88651, 0.34665)  0.164
H (0.57950, -0.17271, 2.90211)  0.211
H (-0.25273, -1.27625, 1.83169)  0.202
H (1.90109, -2.21079, 1.94819)  0.207
H (2.73672, -0.62551, 1.62625)  0.209
H (1.82074, -1.50366, 0.39315)  0.198
O (-2.74366, 0.04443, 2.99371)  -0.940
H (-3.20124, -0.32254, 2.25460)  0.475
H (-2.22374, -0.63927, 3.40603)  0.467

Results
- Largest force on an atom: 0.0542 hartree/bohr
- E_tot: -368.7646 hartree
- Orbital gap: 0.3618 Eh
- Structure (SMILES): CCCNCCC.O
- Energy relative to the best compared isomer or geometry (same formula, charge and spin): 0.9870 eV
- Multiplicity: 1

***

Record 5
A molecular structure, C6H12Ag2BBr6F4 in a non-equilibrium geometry. Source: the Open Molecules 2025 dataset; level of theory: ωB97M-V with the def2-TZVPD basis set.

Last column: natural (NBO) charge in e.
CARTESIAN COORDINATES (ANGSTROEM)
Ag (-2.64418, 6.24093, -1.34814)  0.998
Ag (2.02640, 5.45980, 2.78272)  0.996
B (-0.24237, 2.15780, 0.47025)  1.306
F (-0.93531, 1.03090, 0.30889)  -0.542
F (-0.87157, 3.01686, 1.40032)  -0.605
F (0.94864, 1.87763, 0.99835)  -0.571
F (0.02776, 2.81099, -0.71132)  -0.583
Br (-9.56366, -1.17360, 1.67131)  -0.002
C (-8.80318, -0.09596, 0.25526)  -0.476
C (-7.32068, 0.17591, 0.39131)  -0.384
Br (-7.05561, 1.71148, -0.90733)  -0.078
H (-9.43250, 0.76982, 0.04917)  0.237
H (-9.00727, -0.87170, -0.48276)  0.236
H (-6.79330, -0.72545, 0.07904)  0.232
H (-6.89554, 0.56631, 1.31594)  0.235
Br (2.99877, -3.88035, 0.49176)  0.012
C (1.60363, -4.05359, -0.81470)  -0.481
C (0.42201, -4.84412, -0.32460)  -0.425
Br (0.99971, -6.61242, 0.36354)  -0.021
H (1.99765, -4.58681, -1.67988)  0.221
H (1.38897, -3.07694, -1.24848)  0.239
H (-0.24669, -5.06187, -1.15738)  0.230
H (-0.10153, -4.34558, 0.49117)  0.226
Br (8.07515, 3.46272, 0.59842)  -0.020
C (7.38175, 1.65495, 0.46733)  -0.455
C (6.78114, 1.48659, -0.92575)  -0.456
Br (8.19544, 1.61964, -2.29581)  0.003
H (6.61398, 1.34049, 1.17425)  0.227
H (8.30538, 1.13708, 0.72580)  0.242
H (5.99134, 2.21053, -1.12636)  0.223
H (6.15566, 0.59811, -1.01224)  0.236

Results
- Largest force on an atom: 0.0754 hartree/bohr
- E_tot: -16397.8936 hartree
- Total charge: +1
- Orbital gap: 0.1280 Eh
- Energy relative to the best compared isomer or geometry (same formula, charge and spin): 4.7873 eV
- Multiplicity: 1